ORCA calculation (ωB97M-V with the def2-TZVPD basis set) on a single C4H7IO molecule at a distorted geometry.

Output
2S+1: 1
LUMO energy: 0.48 eV
ΔE to the lowest compared entry with this formula, charge and spin: 120.2 kJ/mol
Orbital gap: 9.64 eV
Highest occupied orbital energy: -9.162 eV

Structure (XYZ):
```
13
C4H7IO | OMol25 | ωB97M-V with the def2-TZVPD basis set
C -0.997 1.965 -0.285
C -0.252 1.204 0.474
C 0.057 -1.443 0.382
C 0.495 0.102 -0.135
O 0.818 -2.410 -0.220
I 2.700 0.232 0.136
H -1.748 2.696 0.102
H -0.798 1.787 -1.402
H -0.177 1.369 1.538
H -1.018 -1.536 0.156
H 0.259 -1.403 1.510
H 0.383 0.157 -1.266
H 0.278 -2.721 -0.990
```

***

ORCA calculation (ωB97M-V with the def2-TZVPD basis set) on a molecular structure, C4H7LiO2Yb at a distorted geometry.

Output
Expectation value of S²: 0.75
2S+1: 2
LUMO energy (alpha / beta): -3.19 / -4.22 eV
ΔE to the lowest compared entry with this formula, charge and spin: 50.7 kJ/mol
Orbital gap (alpha / beta): 6.59 / 5.56 eV
Highest occupied orbital energy (alpha / beta): -9.784 / -9.786 eV
Charge: +1

Structure (XYZ):
```
15
C4H7LiO2Yb | OMol25 | ωB97M-V with the def2-TZVPD basis set
H -2.907 0.800 0.586
C 1.950 0.101 -0.099
C 0.628 -0.563 -0.039
C -0.501 0.425 0.283
C -1.871 -0.229 0.222
O -2.431 -0.316 -0.963
O 2.983 -0.427 0.296
Yb 5.598 -0.066 0.491
Li -3.845 0.589 -1.600
H 1.989 1.125 -0.518
H 0.458 -0.975 -1.050
H 0.666 -1.396 0.674
H -0.478 1.289 -0.397
H -0.377 0.818 1.305
H -1.863 -1.175 0.810
```

***

ORCA calculation (ωB97M-V with the def2-TZVPD basis set) on a molecular structure, C4H7MnO3 at a distorted geometry.

Output
Expectation value of S²: 12.01
2S+1: 7
LUMO energy (alpha / beta): 0.45 / -0.52 eV
ΔE to the lowest compared entry with this formula, charge and spin: 82.9 kJ/mol
Orbital gap (alpha / beta): 7.65 / 9.06 eV
Highest occupied orbital energy (alpha / beta): -7.202 / -9.582 eV

Structure (XYZ):
```
15
C4H7MnO3 | OMol25 | ωB97M-V with the def2-TZVPD basis set
O -2.364 -0.223 1.086
C -2.127 1.023 0.617
C -0.996 1.102 -0.353
O 0.098 0.379 0.202
C 1.119 -0.118 -0.668
C 1.786 -1.277 0.073
O 0.846 -2.165 0.586
Mn -0.740 -1.258 1.086
H -2.335 1.848 1.318
H -1.148 0.843 -1.415
H 1.830 0.684 -0.915
H 0.642 -0.479 -1.595
H 2.424 -0.852 0.876
H 2.472 -1.768 -0.644
H -1.507 2.261 -0.253
```

***

ORCA calculation (ωB97M-V with the def2-TZVPD basis set) on a single C4H7N molecule at a distorted geometry.

Output
2S+1: 1
LUMO energy: 1.08 eV
ΔE to the lowest compared entry with this formula, charge and spin: 246.7 kJ/mol
Orbital gap: 10.44 eV
Highest occupied orbital energy: -9.367 eV

Structure (XYZ):
```
12
C4H7N | OMol25 | ωB97M-V with the def2-TZVPD basis set
C -2.217 -0.110 0.074
C 0.072 0.654 -0.006
C 1.462 0.239 0.012
C 2.553 -0.319 -0.002
H -2.810 -1.027 0.139
H -2.653 0.350 -0.918
H -2.364 0.576 0.976
H -0.602 -1.129 0.538
H -0.164 1.385 -0.851
H -0.202 1.177 0.962
H 3.548 -0.742 0.097
N -0.854 -0.482 -0.202
```

***

ORCA calculation (ωB97M-V with the def2-TZVPD basis set) on a single C4H7N molecule at a distorted geometry.

Output
2S+1: 1
LUMO energy: 0.86 eV
ΔE to the lowest compared entry with this formula, charge and spin: 23.5 kJ/mol
Orbital gap: 12.41 eV
Highest occupied orbital energy: -11.546 eV

Structure (XYZ):
```
12
C4H7N | OMol25 | ωB97M-V with the def2-TZVPD basis set
C -0.548 -1.518 -0.141
C -0.364 -0.134 0.485
C 0.635 0.716 -0.305
C 0.803 2.092 0.128
N 0.962 3.185 0.423
H -1.605 -1.739 -0.299
H -0.229 -2.303 0.544
H -0.047 -1.595 -1.102
H -0.089 -0.133 1.541
H -1.313 0.411 0.478
H 0.212 0.819 -1.316
H 1.585 0.199 -0.435
```

***

ORCA calculation (ωB97M-V with the def2-TZVPD basis set) on 2 unconnected molecules or ions with the total composition C4H7N at a distorted geometry.

Output
2S+1: 1
LUMO energy: -1.82 eV
ΔE to the lowest compared entry with this formula, charge and spin: 400.5 kJ/mol
Orbital gap: 7.94 eV
Highest occupied orbital energy: -9.760 eV

Structure (XYZ):
```
12
C4H7N | OMol25 | ωB97M-V with the def2-TZVPD basis set
C -2.443 -1.124 -0.815
C 0.511 -0.791 -0.741
C -0.654 1.193 0.344
C -0.310 -0.279 0.362
N -3.227 -1.657 -1.472
H 1.508 -1.208 -0.447
H -0.163 -1.530 -1.336
H 0.740 0.095 -1.417
H 0.225 1.780 0.340
H -1.254 1.393 -0.603
H -1.037 1.506 1.276
H -0.617 -0.865 1.195
```

***

ORCA calculation (ωB97M-V with the def2-TZVPD basis set) on a single C4H7N molecule at a distorted geometry.

Output
2S+1: 1
LUMO energy: 0.81 eV
ΔE to the lowest compared entry with this formula, charge and spin: 66.4 kJ/mol
Orbital gap: 12.23 eV
Highest occupied orbital energy: -11.420 eV

Structure (XYZ):
```
12
C4H7N | OMol25 | ωB97M-V with the def2-TZVPD basis set
N -0.188 -0.093 3.306
C -0.258 -0.007 2.152
C 0.277 0.056 -1.593
C -0.673 0.114 0.792
C 0.470 -0.249 -0.128
H 1.174 0.494 -1.947
H -0.034 -0.798 -2.155
H -0.398 0.967 -1.700
H -0.929 1.201 0.685
H -1.501 -0.593 0.461
H 1.337 0.221 0.166
H 0.723 -1.312 -0.041
```

***

ORCA calculation (ωB97M-V with the def2-TZVPD basis set) on a single C4H7N molecule at a distorted geometry.

Output
2S+1: 1
LUMO energy: 1.08 eV
ΔE to the lowest compared entry with this formula, charge and spin: 122.4 kJ/mol
Orbital gap: 9.59 eV
Highest occupied orbital energy: -8.513 eV

Structure (XYZ):
```
12
C4H7N | OMol25 | ωB97M-V with the def2-TZVPD basis set
N 0.369 -0.244 1.518
C 0.102 0.465 0.325
C -0.049 1.791 0.351
C -0.580 -1.485 -1.057
C -0.059 -0.275 -0.950
H 1.259 0.041 1.898
H 0.480 -1.217 1.272
H -0.282 2.397 -0.522
H 0.117 2.448 1.190
H -0.708 -2.068 -1.962
H -0.991 -2.097 -0.247
H 0.343 0.242 -1.816
```

***

ORCA calculation (ωB97M-V with the def2-TZVPD basis set) on a single C4H7N2 molecule at a distorted geometry.

Output
Expectation value of S²: 0.75
2S+1: 2
LUMO energy (alpha / beta): 1.10 / 1.00 eV
ΔE to the lowest compared entry with this formula, charge and spin: 51.9 kJ/mol
Orbital gap (alpha / beta): 5.09 / 9.25 eV
Highest occupied orbital energy (alpha / beta): -3.992 / -8.246 eV

Structure (XYZ):
```
13
C4H7N2 | OMol25 | ωB97M-V with the def2-TZVPD basis set
C 1.693 0.736 0.426
C 0.441 0.085 0.009
C 0.015 -0.544 -1.110
N -1.345 -0.883 -0.940
C -1.651 -0.606 0.316
N -0.671 0.139 0.909
H 1.796 1.830 0.151
H 2.632 0.301 0.076
H 1.774 0.772 1.520
H 0.539 -0.700 -2.039
H -1.931 -1.208 -1.686
H -2.727 -0.572 0.562
H -0.564 0.651 1.806
```

***

ORCA calculation (ωB97M-V with the def2-TZVPD basis set) on a gas-phase ion, C4H7N2 (charge +1) at a distorted geometry.

Output
2S+1: 1
LUMO energy (alpha / beta): -6.11 / -6.27 eV
ΔE to the lowest compared entry with this formula, charge and spin: 466.8 kJ/mol
Orbital gap (alpha / beta): 7.39 / 7.12 eV
Highest occupied orbital energy (alpha / beta): -13.500 / -13.392 eV
Charge: +1

Structure (XYZ):
```
13
C4H7N2 | OMol25 | ωB97M-V with the def2-TZVPD basis set
C -0.615 0.345 1.431
C -0.112 0.543 0.181
C 0.486 0.088 -0.937
C -1.701 -0.465 1.673
N 0.251 0.381 -2.174
N 1.640 -0.543 -0.583
H -0.127 0.840 2.237
H -2.082 -1.190 1.013
H -2.290 -0.111 2.530
H -0.575 0.878 -2.384
H 1.051 0.048 -2.800
H 1.550 -0.840 0.398
H 2.525 0.027 -0.585
```

***

ORCA calculation (ωB97M-V with the def2-TZVPD basis set) on a gas-phase ion, C4H7N2 (charge +1) at a distorted geometry.

Output
2S+1: 1
LUMO energy: -3.75 eV
ΔE to the lowest compared entry with this formula, charge and spin: 53.1 kJ/mol
Orbital gap: 10.82 eV
Highest occupied orbital energy: -14.574 eV
Charge: +1

Structure (XYZ):
```
13
C4H7N2 | OMol25 | ωB97M-V with the def2-TZVPD basis set
C 1.382 -0.271 1.319
C 0.332 0.145 0.343
C -0.358 1.235 -0.051
N -1.263 0.818 -1.023
C -1.078 -0.459 -1.303
N -0.023 -0.853 -0.585
H 2.099 0.489 1.614
H 1.001 -0.781 2.200
H 2.002 -0.998 0.789
H -0.439 2.255 0.261
H -1.942 1.378 -1.522
H -1.809 -1.121 -1.665
H 0.097 -1.837 -0.376
```

***

ORCA calculation (ωB97M-V with the def2-TZVPD basis set) on a gas-phase ion, C4H7N2 (charge +1) at a distorted geometry.

Output
2S+1: 1
LUMO energy (alpha / beta): -7.21 / -7.76 eV
ΔE to the lowest compared entry with this formula, charge and spin: 773.1 kJ/mol
Orbital gap (alpha / beta): 8.43 / 8.63 eV
Highest occupied orbital energy (alpha / beta): -15.643 / -16.396 eV
Charge: +1

Structure (XYZ):
```
13
C4H7N2 | OMol25 | ωB97M-V with the def2-TZVPD basis set
C 1.092 0.966 -0.457
C -2.174 -0.563 -0.058
C 0.110 -0.114 -0.366
C 1.157 -0.022 0.663
N -1.227 1.521 0.334
N -1.247 0.372 -0.037
H 1.821 0.878 -1.289
H -3.287 -0.202 -0.120
H -1.970 -1.549 0.159
H 0.175 -0.918 -0.980
H 0.838 0.093 1.762
H 0.670 1.930 -0.308
H 1.990 -0.832 0.748
```

***

ORCA calculation (ωB97M-V with the def2-TZVPD basis set) on a gas-phase ion, C4H7N2 (charge +1) at a distorted geometry.

Output
2S+1: 1
LUMO energy: -3.76 eV
ΔE to the lowest compared entry with this formula, charge and spin: 693.6 kJ/mol
Orbital gap: 10.57 eV
Highest occupied orbital energy: -14.327 eV
Charge: +1

Structure (XYZ):
```
13
C4H7N2 | OMol25 | ωB97M-V with the def2-TZVPD basis set
C 0.248 1.399 0.327
C -0.795 0.467 0.723
C -0.511 -0.835 -0.371
C -0.081 0.693 -0.992
N -0.515 -0.927 1.144
N 0.768 -0.601 -1.029
H 0.174 2.478 0.468
H 1.192 1.039 0.607
H -1.723 0.810 0.860
H -1.259 -1.288 -1.033
H 0.302 -1.188 1.612
H 1.601 -0.948 -0.402
H 0.599 -1.098 -1.914
```

***

ORCA calculation (ωB97M-V with the def2-TZVPD basis set) on a gas-phase ion, C4H7N2 (charge +1) at a distorted geometry.

Output
2S+1: 1
LUMO energy: -3.48 eV
ΔE to the lowest compared entry with this formula, charge and spin: 31.9 kJ/mol
Orbital gap: 10.82 eV
Highest occupied orbital energy: -14.296 eV
Charge: +1

Structure (XYZ):
```
13
C4H7N2 | OMol25 | ωB97M-V with the def2-TZVPD basis set
C 1.007 0.386 -1.886
C 0.246 0.219 -0.614
C -1.070 0.293 -0.295
N -1.189 -0.203 0.987
C -0.002 -0.487 1.505
N 0.889 -0.240 0.512
H 2.097 0.300 -1.829
H 0.612 1.332 -2.286
H 0.626 -0.293 -2.676
H -1.923 0.561 -0.890
H -2.067 -0.202 1.489
H 0.154 -0.946 2.461
H 1.869 -0.138 0.738
```

***

ORCA calculation (ωB97M-V with the def2-TZVPD basis set) on a gas-phase ion, C4H7N2 (charge +1).

Output
2S+1: 1
LUMO energy: -4.62 eV
ΔE to the lowest compared entry with this formula, charge and spin: 301.5 kJ/mol
Orbital gap: 8.45 eV
Highest occupied orbital energy: -13.069 eV
Charge: +1

Structure (XYZ):
```
13
C4H7N2 | OMol25 | ωB97M-V with the def2-TZVPD basis set
C -1.120 1.193 0.957
C -0.226 1.727 0.143
C 0.451 -1.336 -0.217
C 0.935 -0.261 -0.784
N -0.071 -2.438 0.090
N 0.706 1.058 -0.654
H -1.222 0.127 1.081
H 1.770 -0.515 -1.440
H 0.199 -2.952 0.930
H -0.804 -2.869 -0.478
H 1.301 1.659 -1.207
H -1.781 1.809 1.532
H -0.138 2.800 0.048
```

***

ORCA calculation (ωB97M-V with the def2-TZVPD basis set) on a gas-phase ion, C4H7N2 (charge +1) at a distorted geometry.

Output
2S+1: 1
LUMO energy: -4.59 eV
ΔE to the lowest compared entry with this formula, charge and spin: 402.3 kJ/mol
Orbital gap: 10.55 eV
Highest occupied orbital energy: -15.143 eV
Charge: +1

Structure (XYZ):
```
13
C4H7N2 | OMol25 | ωB97M-V with the def2-TZVPD basis set
C 0.087 -0.965 -0.428
C -0.525 1.467 -0.388
C 1.002 -2.153 -0.592
C -0.247 2.120 0.906
N -0.127 0.257 -0.679
N -0.406 -2.070 -0.041
H -1.051 2.094 -1.097
H 1.022 -2.562 -1.626
H 1.751 -2.431 0.268
H -0.956 2.791 1.182
H -0.108 1.429 1.819
H 0.866 2.511 0.744
H -1.309 -2.488 -0.068
```

***

ORCA calculation (ωB97M-V with the def2-TZVPD basis set) on a gas-phase ion, C4H7N2 (charge +1) at a distorted geometry.

Output
Expectation value of S²: 2.02
2S+1: 3
LUMO energy (alpha / beta): -5.57 / -6.81 eV
ΔE to the lowest compared entry with this formula, charge and spin: 355.5 kJ/mol
Orbital gap (alpha / beta): 7.58 / 8.30 eV
Highest occupied orbital energy (alpha / beta): -13.148 / -15.115 eV
Charge: +1

Structure (XYZ):
```
13
C4H7N2 | OMol25 | ωB97M-V with the def2-TZVPD basis set
C -1.521 -1.686 -0.728
C -0.874 -1.634 0.396
C 0.452 -0.138 1.612
C 0.259 1.224 -1.054
N -0.715 0.445 -0.457
N -0.239 -0.394 0.557
H -2.071 -1.719 -1.597
H -0.701 -2.427 0.984
H 1.200 0.649 1.779
H 0.485 -0.968 2.316
H 0.921 1.527 -0.273
H 0.934 0.698 -1.886
H -0.384 1.925 -1.626
```

***

ORCA calculation (ωB97M-V with the def2-TZVPD basis set) on a gas-phase ion, C4H7N2O (charge +1) at a distorted geometry.

Output
2S+1: 1
LUMO energy: -5.32 eV
ΔE to the lowest compared entry with this formula, charge and spin: 413.5 kJ/mol
Orbital gap: 8.90 eV
Highest occupied orbital energy: -14.225 eV
Charge: +1

Structure (XYZ):
```
14
C4H7N2O | OMol25 | ωB97M-V with the def2-TZVPD basis set
C 0.104 -0.044 -1.966
C 1.209 -0.512 0.134
C -0.864 0.829 0.397
C -0.709 1.101 1.853
N 0.012 0.111 -0.366
N 0.163 -1.236 -2.292
O 1.084 -1.666 0.494
H 2.087 0.026 -0.096
H -1.700 1.359 -0.059
H 0.103 0.488 2.379
H -1.718 0.927 2.416
H -0.390 2.094 2.108
H 0.238 -1.432 -3.263
H 0.380 -2.044 -1.741
```